Density functional theory data (ωB97M-V with the def2-TZVPD basis set) for C28H30BiN4O5S as an isolated structure.

Results
Molar mass in g/mol: 743.62
Calculated total energy in a.u.: -2292.83199
Gap between HOMO and LUMO in eV: 7.651
E_HOMO in eV: -10.8

```
! RIJCOSX wB97M-V def2-TZVPD def2/J DEFGRID3
* xyz 1 1
Bi 0.2409 0.1565 -0.4537
C -1.1922 -1.5960 -3.0987
O -1.8064 -0.9043 -1.9984
C -2.8076 -1.7128 -1.3636
C -3.3493 -1.0589 -0.1155
O -2.3383 -1.0400 0.8793
C -2.7059 -0.3560 2.0696
C -1.4775 -0.0418 2.8992
O -0.7860 1.0891 2.3717
C -0.1625 1.8832 3.3682
H -0.5061 -2.3640 -2.7485
H -1.9606 -2.0588 -3.7227
H -0.6554 -0.8511 -3.6823
H -3.6293 -1.8517 -2.0739
H -2.4026 -2.6901 -1.1137
H -3.7106 -0.0449 -0.3241
H -4.1993 -1.6560 0.2328
H -3.2346 0.5721 1.8245
H -3.3668 -0.9917 2.6689
H -1.7975 0.1658 3.9241
H -0.8206 -0.9189 2.9054
H -0.9034 2.2897 4.0621
H 0.5800 1.3091 3.9314
H 0.3319 2.7096 2.8594
O 0.0574 -3.4178 -0.2903
C 0.3512 -2.8301 0.7273
N 1.0627 -1.6336 0.6854
C 2.1070 -1.4655 1.5433
O 2.6418 -2.3331 2.2019
C 2.6589 -0.0583 1.5814
C 3.8082 0.1871 2.3171
C 4.3436 1.4629 2.3178
C 3.7163 2.4574 1.5776
C 2.5700 2.1394 0.8776
N 2.0526 0.9100 0.8910
C -0.0833 -3.3327 2.0740
C -0.4216 -4.6713 2.2125
C -0.8492 -5.1198 3.4523
C -0.9236 -4.2128 4.4954
C -0.5879 -2.8878 4.2477
N -0.1787 -2.4466 3.0661
H 4.2450 -0.6428 2.8542
H 5.2439 1.6818 2.8758
H 4.1126 3.4619 1.5384
H 2.0494 2.8784 0.2793
H -0.3358 -5.3285 1.3586
H -1.1157 -6.1571 3.6036
H -1.2413 -4.5218 5.4816
H -0.6481 -2.1438 5.0355
C -2.2015 2.5144 -1.3974
C -1.1382 2.6357 -2.4466
C -1.3068 3.5316 -3.5218
C -0.3285 3.6446 -4.4665
C 0.8277 2.8406 -4.3878
C 1.8758 2.9197 -5.3268
C 2.9563 2.0921 -5.2028
C 3.0113 1.1397 -4.1735
C 2.0015 1.0235 -3.2451
S 2.1101 -0.2785 -2.0523
C 0.9037 1.9204 -3.3101
N -0.0623 1.8746 -2.3538
H -2.9784 3.2601 -1.5474
H -1.7900 2.6272 -0.3948
H -2.6513 1.5215 -1.4672
H -2.2101 4.1229 -3.5783
H -0.4334 4.3432 -5.2877
H 1.8051 3.6298 -6.1404
H 3.7759 2.1544 -5.9060
H 3.8574 0.4684 -4.1002
*
```

Density functional theory data (ωB97M-V with the def2-TZVPD basis set) for C28H30Br4FI2N3O3S3Tb as an isolated structure.

Results
Molar mass in g/mol: 1304.11
Calculated total energy in a.u.: -14485.36117
Gap between HOMO and LUMO (spin up / spin down) in eV: 6.245 / 6.255
E_HOMO (spin up / spin down) in eV: -5.0 / -5.0
<S²>: 12.603

```
! RIJCOSX wB97M-V def2-TZVPD def2/J DEFGRID3
* xyz -1 7
Tb 0.1538 -1.8673 2.3010
C 5.2491 -1.0124 3.1362
S 5.2571 -0.4152 1.4229
C 3.6168 0.1649 1.2648
S 3.4359 1.0694 -0.2566
N 2.7821 -0.0468 2.1880
N 1.4806 0.1958 2.2387
C 0.9895 1.2528 2.7918
C -0.4447 1.4211 2.7884
C -1.0078 2.6727 3.0708
C -2.3703 2.8339 2.9758
C -3.1558 1.7272 2.6630
C -2.5252 0.5178 2.4387
N -1.2043 0.3544 2.4495
H 6.2155 -1.4790 3.2999
H 4.4520 -1.7406 3.2495
H 5.1089 -0.1756 3.8139
H 1.6133 2.0604 3.1827
H -0.3624 3.4907 3.3511
H -2.8259 3.7980 3.1453
H -4.2284 1.8079 2.5852
H -3.1123 -0.3698 2.2287
I -1.7025 -4.0962 1.9856
C -0.3832 -1.6884 4.7519
I 0.3485 0.1291 5.7123
H 0.1308 -2.4862 5.3037
H -1.4330 -1.7212 5.0723
Br 5.4919 -5.1866 -0.5872
C 3.9372 -4.1451 -0.3302
C 3.2175 -3.6769 -1.4118
Br 3.7610 -4.0979 -3.1746
C 2.0883 -2.8909 -1.1938
Br 1.0608 -2.2367 -2.6537
C 1.6432 -2.5454 0.0790
O 0.6086 -1.7618 0.2572
C 2.3695 -3.0697 1.2090
O 1.9794 -2.8103 2.4238
C 3.5013 -3.8390 0.9543
Br 4.4160 -4.5011 2.4751
C -3.5545 -2.4453 -3.0314
C -3.6622 -2.0088 -1.5748
C -2.3022 -1.6750 -0.9826
S -1.4643 -0.1328 -1.5721
O -1.6012 -0.0633 -3.0301
C -2.7589 1.0662 -0.9116
C -3.5428 1.6966 -2.0490
C -2.7727 2.8380 -2.7013
H -4.5393 -2.6646 -3.4391
H -2.9450 -3.3417 -3.1087
H -3.0903 -1.6679 -3.6308
H -4.0941 -2.8251 -0.9861
H -4.3431 -1.1563 -1.5002
H -1.6037 -2.4844 -1.1982
H -2.3517 -1.5307 0.1003
H -2.1996 1.8168 -0.3522
H -3.4058 0.5238 -0.2272
H -4.5079 2.0539 -1.6771
H -3.7330 0.9335 -2.8068
H -2.5191 3.6039 -1.9698
H -3.3575 3.2977 -3.4954
H -1.8537 2.4547 -3.1365
F 0.7491 4.2934 -5.0891
C 0.9300 3.5576 -3.9676
C 1.3139 2.2352 -4.0823
C 1.5220 1.5021 -2.9297
C 1.3466 2.0866 -1.6805
C 1.6090 1.3093 -0.4330
C 0.9482 3.4155 -1.5952
C 0.7276 4.1594 -2.7405
H 1.4390 1.7914 -5.0560
H 1.8274 0.4713 -3.0047
H 1.2778 1.8695 0.4373
H 1.1477 0.3201 -0.4608
H 0.8134 3.8787 -0.6275
H 0.3984 5.1847 -2.6920
*
```